[1]
8
Properties=species:S:1:pos:R:3 method="wB97M-V/def2-TZVPD" mol_weight_g_mol=90.0 de_lowest_kcal_mol=80.1 gap_ev="9.437 / 7.767"
C 0.42 0.96 1.52
N 0.04 0.91 2.60
N -0.64 -1.77 -0.69
O 0.18 1.43 -1.03
P 1.13 0.55 -0.07
H -0.30 -2.29 0.11
H -1.00 -0.88 -0.49
H 0.18 1.09 -1.95



[2]
58
Properties=species:S:1:pos:R:3 method="wB97M-V/def2-TZVPD" charge=+1 mol_weight_g_mol=848.4 de_lowest_kcal_mol=14.6 gap_ev="7.178 / 5.394" s_squared=6.02 multiplicity=5
Pd 0.15 -0.39 -0.53
C 1.77 -4.39 0.52
C 1.52 -2.99 0.04
N 0.42 -2.36 0.22
N -0.61 -2.91 0.93
C -1.53 -2.01 1.21
O -1.51 -0.77 0.83
C -2.70 -2.45 2.01
C -3.74 -1.56 2.24
C -4.85 -1.96 2.97
C -4.91 -3.25 3.48
C -3.87 -4.14 3.26
C -2.76 -3.75 2.52
C 2.60 -2.23 -0.64
C 3.81 -2.82 -0.97
C 4.80 -2.04 -1.57
C 4.55 -0.70 -1.82
C 3.31 -0.19 -1.47
N 2.36 -0.93 -0.90
H 0.90 -4.75 1.05
H 2.64 -4.41 1.18
H 1.97 -5.05 -0.32
H -3.68 -0.56 1.83
H -5.66 -1.27 3.15
H -5.77 -3.56 4.06
H -3.91 -5.14 3.66
H -1.95 -4.43 2.34
H 3.99 -3.86 -0.77
H 5.75 -2.49 -1.84
H 5.29 -0.07 -2.28
H 3.06 0.85 -1.65
Se -2.13 -1.16 -1.83
Se -2.65 -1.43 -3.98
Te -0.45 -2.06 -5.26
Se 1.20 -0.97 -4.01
C 0.23 4.58 1.87
C 0.89 3.24 2.11
N 0.47 2.32 1.07
C 0.24 2.66 -0.22
N 0.07 1.71 -1.10
C -0.23 2.06 -2.49
C -0.95 3.39 -2.59
C -0.13 4.43 -1.87
N 0.16 3.99 -0.51
C 0.53 5.02 0.45
H 0.60 5.32 2.58
H -0.85 4.48 2.01
H 0.59 2.82 3.07
H 1.98 3.35 2.12
H 0.49 1.33 1.27
H -0.82 1.26 -2.93
H 0.71 2.11 -3.06
H -1.94 3.31 -2.12
H -1.10 3.67 -3.63
H -0.67 5.38 -1.79
H 0.80 4.63 -2.41
H -0.04 5.91 0.20
H 1.59 5.27 0.35



[3]
18
Properties=species:S:1:pos:R:3 method="wB97M-V/def2-TZVPD" mol_weight_g_mol=169.2 de_lowest_kcal_mol=25.8 gap_ev=8.964
C 1.75 1.60 -0.02
S 1.67 0.24 -1.23
C -0.25 -0.04 -1.36
C -0.73 -0.80 -0.12
C -2.18 -1.09 -0.17
C -3.13 -1.81 0.50
N -4.37 -1.29 0.08
N -4.19 -0.26 -0.65
N -2.88 -0.01 -0.74
N -2.29 1.11 -1.26
N -1.08 1.13 -1.47
H 1.86 1.29 0.99
H 0.87 2.29 -0.06
H 2.49 2.18 -0.46
H -0.42 -0.75 -2.26
H -0.54 -0.11 0.72
H -0.25 -1.77 0.27
H -3.18 -2.71 1.16



[4]
19
Properties=species:S:1:pos:R:3 method="wB97M-V/def2-TZVPD" mol_weight_g_mol=100.2 de_lowest_kcal_mol=39.1 gap_ev=10.105
C 1.78 0.81 -0.18
C 0.72 0.23 0.36
C -0.55 -0.13 -0.32
C -1.68 0.51 -0.04
C -0.51 -1.21 -1.37
C 0.23 -2.49 -0.96
H 2.65 1.01 0.43
H 1.84 1.01 -1.25
H 0.72 0.09 1.45
H -1.80 1.37 0.61
H -2.57 0.27 -0.61
H -1.53 -1.42 -1.67
H -0.02 -0.81 -2.27
H -0.43 -3.16 -0.41
H 1.02 -2.28 -0.25
H 0.63 -2.98 -1.83
O -0.56 3.13 2.71
H 0.02 3.56 3.35
H 0.01 2.48 2.26



[5]
16
Properties=species:S:1:pos:R:3 method="wB97M-V/def2-TZVPD" mol_weight_g_mol=99.1 de_lowest_kcal_mol=131.2 gap_ev=9.489
C 0.94 1.49 0.86
C 0.91 0.01 1.18
N -0.41 -0.54 1.54
C 0.54 -1.01 0.18
C -0.11 -0.51 -1.07
C -1.42 -0.94 -1.55
O -1.25 0.38 -1.02
H 1.87 1.73 0.33
H 0.91 2.09 1.78
H 0.10 1.80 0.23
H 1.66 -0.27 1.91
H -1.16 -0.01 1.09
H -0.26 -1.60 1.13
H 0.63 -0.23 -1.82
H -1.62 -0.98 -2.62
H -2.02 -1.61 -0.94



[6]
17
Properties=species:S:1:pos:R:3 method="wB97M-V/def2-TZVPD" charge=+1 mol_weight_g_mol=256.0 de_lowest_kcal_mol=0.0 gap_ev=8.502
N -0.65 2.63 0.21
C -1.02 1.42 -0.06
N -1.14 0.51 0.87
C -1.34 -0.90 0.60
O -2.41 -1.39 0.71
N -0.22 -1.60 0.39
C 0.85 -1.09 -0.45
O 0.42 -0.52 -1.59
C 2.11 -1.45 -0.12
I 3.71 -1.04 -1.36
H -0.32 2.81 1.11
H -0.99 3.42 -0.40
H -1.49 1.27 -1.02
H -0.71 0.68 1.83
H -0.37 -2.61 0.38
H 1.25 -0.34 -1.98
H 2.29 -1.79 0.87